The following is a quantum chemistry calculation of C20H42HfNOP3 as an isolated structure at a distorted geometry, from the Open Molecules 2025 dataset.

Output
- molecular weight (g/mol) = 583.97
- gap between HOMO and LUMO (alpha / beta) (eV) = 3.58 / 3.59
- charge = +4
- energy above the lowest of the compared OMol25 structures with the same formula, charge and spin (kJ/mol) = 65.34
- energy (Eh) = -1987.7084

CARTESIAN COORDINATES (ANGSTROEM)
C: 3.434 -3.676 2.107
H: -2.494 -1.926 -4.409
C: -0.224 5.513 -1.587
H: -1.241 -1.605 4.057
H: 2.825 -0.658 2.173
H: -2.680 -2.505 0.395
H: 0.312 1.843 3.308
H: 3.519 2.618 1.607
P: -1.447 -1.609 -2.206
H: -3.591 -2.062 -1.030
H: 3.029 0.409 -2.006
C: -1.108 -3.402 -2.059
N: 1.179 -1.751 0.049
H: -0.640 0.076 3.815
H: -3.321 -0.339 -1.314
H: -0.204 -3.607 -2.652
H: 0.627 0.001 -3.916
C: 0.416 2.235 2.288
H: -1.692 -0.335 -4.277
H: 1.510 2.593 -1.560
C: 2.806 -3.649 0.704
C: -2.125 -2.412 1.332
H: 1.113 1.512 -3.055
H: 1.697 4.933 -2.385
H: 0.110 -1.278 2.933
H: 3.590 -3.491 -0.074
H: -0.028 6.555 -1.807
P: 1.539 1.191 1.273
H: -4.213 -0.935 2.955
C: -1.612 -1.401 -4.016
H: -0.717 -1.792 -4.508
C: 0.790 4.596 -1.875
C: -1.680 3.705 -0.883
H: 4.042 -2.797 2.283
H: -1.720 0.374 1.062
P: -2.012 -0.730 1.964
H: -3.596 0.803 2.948
H: 1.897 0.153 3.465
H: 2.674 -3.742 2.887
H: -4.220 0.083 1.435
H: -0.571 2.289 1.817
C: 0.651 3.270 -1.456
H: -2.653 3.314 -0.668
H: -2.232 5.808 -0.840
C: -1.454 5.077 -1.071
C: -0.836 -0.885 3.326
H: -1.931 -4.002 -2.471
C: 1.076 0.417 -3.019
C: 1.820 -2.617 0.527
O: -0.803 1.506 -0.652
H: 4.069 -4.550 2.233
H: -3.860 -1.390 -2.632
Hf: 0.452 -0.191 -1.099
H: 2.558 -1.201 -2.662
H: 3.389 0.909 2.831
H: -1.134 -2.856 1.158
H: -2.654 -3.014 2.098
C: -3.197 -1.340 -1.754
H: 2.234 3.492 0.738
C: 2.504 0.314 2.565
C: 2.731 2.523 0.849
C: -0.611 2.801 -1.022
H: 3.202 2.291 -0.111
C: -3.684 -0.151 2.383
H: 0.822 3.254 2.368
C: 2.191 -0.231 -2.315
H: -0.926 -3.717 -1.020
H: 2.308 -4.613 0.478

Partial atomic charges computed with the Löwdin method, in multiples of e: number 1, C, carries -0.045; number 2, H, carries 0.087; number 3, C, carries 0.070; number 4, H, carries 0.101; number 5, H, carries 0.013; number 6, H, carries 0.015; number 7, H, carries 0.046; number 8, H, carries 0.076; number 9, P, carries 0.750; number 10, H, carries 0.043; number 11, H, carries 0.096; number 12, C, carries -0.233; number 13, N, carries 0.018; number 14, H, carries 0.055; number 15, H, carries 0.045; number 16, H, carries 0.066; number 17, H, carries 0.082; number 18, C, carries -0.233; number 19, H, carries 0.070; number 20, H, carries 0.085; number 21, C, carries -0.151; number 22, C, carries -0.200; number 23, H, carries 0.072; number 24, H, carries 0.151; number 25, H, carries 0.037; number 26, H, carries 0.172; number 27, H, carries 0.153; number 28, P, carries 0.812; number 29, H, carries 0.089; number 30, C, carries -0.233; number 31, H, carries 0.064; number 32, C, carries 0.023; number 33, C, carries 0.066; number 34, H, carries 0.082; number 35, H, carries 0.033; number 36, P, carries 0.894; number 37, H, carries 0.088; number 38, H, carries 0.049; number 39, H, carries 0.093; number 40, H, carries 0.077; number 41, H, carries 0.021; number 42, C, carries -0.033; number 43, H, carries 0.134; number 44, H, carries 0.150; number 45, C, carries 0.042; number 46, C, carries -0.183; number 47, H, carries 0.089; number 48, C, carries -0.216; number 49, C, carries -0.050; number 50, O, carries -0.299; number 51, H, carries 0.109; number 52, H, carries 0.083; number 53, Hf, carries 1.301; number 54, H, carries 0.104; number 55, H, carries 0.072; number 56, H, carries 0.038; number 57, H, carries 0.108; number 58, C, carries -0.233; number 59, H, carries 0.051; number 60, C, carries -0.230; number 61, C, carries -0.245; number 62, C, carries -0.312; number 63, H, carries 0.037; number 64, C, carries -0.177; number 65, H, carries 0.073; number 66, C, carries -0.205; number 67, H, carries 0.028; number 68, H, carries 0.163